Run A
9
Properties=species:S:1:pos:R:3 method="wB97M-V/def2-TZVPD" orbital_gap_ev="6.53 / 6.54" lumo_ev="-3.10 / -3.10" spin_multiplicity=1
C 1.2663 0.7664 -0.0294
C -1.2589 0.3573 0.2067
N 2.2739 1.3588 -0.0177
N 0.1442 0.2595 -0.1285
S 0.8755 -2.1766 0.0408
H -1.6533 -0.2399 1.1584
H -1.4583 1.4226 0.2522
H -1.8509 -0.0025 -0.6675
H 1.6615 -1.7457 -0.8150

=====

Run B
9
Properties=species:S:1:pos:R:3 method="wB97M-V/def2-TZVPD" orbital_gap_ev=8.07 lumo_ev=0.42 spin_multiplicity=1 smiles="C=[NH+][S-].C#N"
C 1.4372 1.2997 -0.4547
N 0.9063 0.2552 0.1151
S 1.6184 -1.2082 0.2933
H 0.8711 2.2696 -0.4185
H 2.4840 1.3587 -0.8115
H -0.0532 0.2060 0.4835
C -2.4265 -1.4048 0.2194
N -1.6970 -0.6918 0.7641
H -3.1404 -2.0844 -0.1908

=====

What should be chosen as the least stable of them? Choose run A.

=====

Run A
9
Properties=species:S:1:pos:R:3 method="wB97M-V/def2-TZVPD" orbital_gap_ev="8.63 / 7.48" lumo_ev="-0.46 / -0.42" spin_multiplicity=1
C 0.3003 -1.3225 0.6498
C -0.0318 -0.0260 0.1261
N 0.5010 -2.4273 0.8430
N 0.6148 0.5908 -0.8354
S -1.7353 0.5200 0.4548
H 0.7006 0.2722 2.0880
H 0.4596 1.6242 -1.1009
H 1.3426 0.1893 -1.3363
H -2.1518 0.5793 -0.8890

=====

Run B
9
Properties=species:S:1:pos:R:3 method="wB97M-V/def2-TZVPD" orbital_gap_ev=8.78 lumo_ev=0.14 spin_multiplicity=1
H -0.1331 2.0208 1.4340
N -0.2372 2.0036 0.4053
C -0.2664 0.9072 -0.1332
N 0.3561 -0.2510 0.2983
C 0.1929 -1.3703 -0.3622
S -0.6576 -1.6555 -1.6959
H -0.6084 0.7570 -1.1467
H 0.6198 -0.1236 1.2961
H 0.7338 -2.2882 -0.0957

=====

What should be chosen as the least stable of them? Choose run A.

=====

Run A
23
Properties=species:S:1:pos:R:3 method="wB97M-V/def2-TZVPD" orbital_gap_ev=9.21 lumo_ev=0.59 spin_multiplicity=1
C 1.8279 0.6404 -0.2656
C 0.8286 0.1854 0.6823
C -1.2210 1.4804 0.0075
C -1.9427 0.1590 -0.4390
C -0.9918 -0.9540 -0.7523
C 0.0267 -1.2012 0.3701
H 3.2617 -0.3646 0.2450
H 2.2726 1.6515 -0.1821
H 1.1905 0.8687 -1.2887
H 1.1699 0.1951 1.7858
H -0.6381 1.3404 2.0751
H -1.6813 2.3462 -0.2223
H -0.4204 1.9880 -1.0002
H -2.6293 -0.1970 0.3130
H -2.5718 0.1987 -1.2828
H -1.1882 -1.8711 -0.9141
H 0.5366 -1.2759 -2.0528
H 0.7966 -2.0703 0.0528
H -0.1344 -1.5094 2.5547
N -0.1642 1.2995 0.9712
O 2.7747 -0.4588 -0.3536
O -0.3694 -0.7508 -1.8888
O -0.7333 -1.7002 1.5848

=====

Run B
23
Properties=species:S:1:pos:R:3 method="wB97M-V/def2-TZVPD" orbital_gap_ev=9.77 lumo_ev=0.70 spin_multiplicity=1
C 1.9838 -2.9408 1.1087
O 0.8332 -2.1330 1.0937
C 0.8894 -1.0858 0.1600
C -0.4152 -0.3103 0.2873
O -0.6770 -0.0205 1.6438
C -0.3801 1.0207 -0.4713
C -0.1122 0.8579 -1.9744
C -1.6641 1.7503 -0.2687
N -2.8550 1.7650 -0.5533
H 2.8802 -2.3519 1.3698
H 1.8339 -3.7203 1.8641
H 2.1476 -3.4159 0.1260
H 1.7522 -0.4256 0.3722
H 1.0038 -1.4874 -0.8613
H -1.2269 -0.9340 -0.1271
H -0.4466 -0.8022 2.1578
H 0.4166 1.6364 -0.0226
H 0.9331 0.5742 -2.1474
H -0.7646 0.0865 -2.4066
H -0.2983 1.8018 -2.5030
O -1.7325 3.5435 0.2885
H -1.0978 3.4943 1.0112
H -3.0037 3.0970 -0.1474

=====

Run C
23
Properties=species:S:1:pos:R:3 method="wB97M-V/def2-TZVPD" orbital_gap_ev=7.98 lumo_ev=0.63 spin_multiplicity=1
C -0.6654 -0.6060 2.0365
C 0.2114 -0.9022 0.8441
N 0.1859 -2.2274 0.4031
C 1.2377 -0.0885 0.4689
C 1.4485 1.3085 0.9684
O 2.1389 -0.5582 -0.4676
H -0.1712 -0.9101 2.9643
H -0.9125 0.4561 2.1073
H -1.6070 -1.1603 1.9621
H -0.7687 -2.5144 0.1895
H 0.7683 -2.3178 -0.4316
H 0.5086 1.8670 0.9878
H 1.8782 1.2873 1.9742
H 2.1320 1.8618 0.3162
H 2.8978 0.0480 -0.5025
C -0.4309 0.5419 -2.3750
C -1.5068 0.2576 -1.3250
O -2.2639 -0.7014 -1.3553
O -1.8512 1.3889 -0.6586
H -0.9041 1.0271 -3.2304
H 0.0159 -0.4042 -2.6908
H 0.3456 1.1991 -1.9744
H -2.6871 1.1476 -0.2113

=====

What should be chosen as the least stable of them? Choose run A.

=====

Run A
9
Properties=species:S:1:pos:R:3 method="wB97M-V/def2-TZVPD" orbital_gap_ev="7.86 / 7.86" lumo_ev="-1.18 / -1.18" spin_multiplicity=1
C 0.4509 -0.6384 0.0680
C 0.5508 0.5996 -0.3488
C 2.6850 -0.8737 0.1590
N 1.5379 -1.3904 0.2406
O 2.1058 2.3267 0.7526
F 3.8136 -1.4408 0.0043
S 2.0323 1.4640 -0.4862
H -0.5408 -0.9098 0.4058
H -0.4189 1.1251 -0.4963

=====

Run B
9
Properties=species:S:1:pos:R:3 method="wB97M-V/def2-TZVPD" orbital_gap_ev=9.12 lumo_ev=0.25 spin_multiplicity=1 smiles=Fc1ncoc1S
F -1.0829 -1.8546 0.5819
C -0.2391 -0.7940 0.4079
N 0.4278 -0.3977 1.5107
C 1.0120 0.7173 1.1207
O 0.8239 1.0101 -0.1978
C 0.0135 0.0022 -0.6631
S -0.5546 0.2628 -2.3085
H 1.5357 1.4708 1.6303
H -1.9363 -0.4170 -2.0820

=====

Run C
9
Properties=species:S:1:pos:R:3 method="wB97M-V/def2-TZVPD" orbital_gap_ev=10.08 lumo_ev=-0.44 spin_multiplicity=1
C 1.0807 -0.2606 0.1237
C 0.4200 0.8965 0.1962
C -0.3734 -2.0420 -0.9205
N 0.2991 -1.3237 -0.2784
O -1.5528 0.2636 -1.1818
F -1.6350 0.1399 1.3802
S -1.3475 1.0480 -0.0130
H 2.1513 -0.5314 0.2737
H 0.9576 1.8096 0.4201

=====

What should be chosen as the least stable of them? Choose run A.